1.
The following is a quantum chemistry calculation of C47H50Ge2N4O7PSTi as an isolated structure at a distorted geometry, from OMol25.

## Properties
* DFT total energy: -8309.69487 Ha
* E_HOMO (spin up / spin down): -0.2527 / -0.2515 Eh
* expectation value of S²: 0.757
* energy relative to the best compared isomer or geometry (same formula, charge and spin): 2.4305 eV
* E_LUMO (spin up / spin down): -0.84 / -1.05 eV
* orbital gap (spin up / spin down): 0.2218 / 0.2129 Eh
* 2S+1: 2

Atoms and positions in Å:
Ti 0.219 1.217 0.309
O -2.215 3.366 0.354
S -2.205 1.945 0.183
O -1.624 1.179 1.331
O -1.422 1.449 -0.984
C -3.881 1.393 -0.009
C -4.883 2.354 -0.062
C -6.201 1.963 -0.172
C -6.511 0.616 -0.231
C -5.515 -0.343 -0.191
C -4.170 0.011 -0.079
P -2.882 -1.329 -0.039
C -3.477 -2.229 -1.524
C -2.961 -1.719 -2.717
C -3.335 -2.264 -3.935
C -4.235 -3.321 -3.977
C -4.754 -3.829 -2.795
C -4.376 -3.289 -1.573
C -3.476 -2.232 1.438
C -3.812 -1.485 2.570
C -4.075 -2.111 3.777
C -4.017 -3.496 3.873
C -3.689 -4.245 2.754
C -3.407 -3.619 1.548
H -4.600 3.397 -0.004
H -6.990 2.703 -0.216
H -7.548 0.311 -0.312
H -5.780 -1.390 -0.240
H -2.267 -0.886 -2.687
H -2.910 -1.870 -4.849
H -4.536 -3.741 -4.928
H -5.451 -4.657 -2.826
H -4.786 -3.697 -0.657
H -3.843 -0.403 2.512
H -4.317 -1.517 4.650
H -4.209 -3.987 4.818
H -3.631 -5.324 2.828
H -3.118 -4.213 0.689
C 2.846 4.996 2.068
C 1.485 5.606 1.748
C 0.909 5.149 0.400
C -0.450 5.886 0.173
C -1.073 5.734 -1.215
C 1.814 5.577 -0.745
O 2.395 6.636 -0.766
N 1.867 4.716 -1.821
C 1.319 3.435 -1.901
O 1.394 2.796 -2.924
N 0.793 2.939 -0.736
C 0.693 3.653 0.382
O 0.412 2.985 1.416
H 3.191 5.328 3.047
H 3.593 5.296 1.331
H 2.787 3.910 2.079
H 1.572 6.691 1.720
H 0.765 5.331 2.519
H -0.259 6.942 0.371
H -1.149 5.507 0.917
H -0.453 6.185 -1.990
H -2.045 6.228 -1.229
H -1.241 4.686 -1.456
H 2.384 5.024 -2.632
C 3.069 -4.087 -0.813
Ge 3.042 -2.106 -0.607
C 4.254 -1.497 -2.085
C 3.997 -1.825 1.128
Ge 0.514 -1.274 -0.470
C 0.163 -2.794 -1.728
C 0.612 -2.546 -3.031
C 0.570 -3.522 -4.013
C 0.072 -4.784 -3.712
C -0.385 -5.047 -2.429
C -0.344 -4.058 -1.453
C 0.490 -1.950 1.416
C 0.727 -3.246 1.873
C 0.809 -3.524 3.231
C 0.654 -2.511 4.170
C 0.412 -1.214 3.745
C 0.342 -0.952 2.385
H 4.090 -4.372 -1.083
H 2.392 -4.424 -1.598
H 2.809 -4.580 0.124
H 5.235 -1.272 -1.658
H 3.885 -0.613 -2.608
H 4.365 -2.306 -2.807
H 4.741 -1.031 1.049
H 4.505 -2.753 1.396
H 3.298 -1.575 1.928
H 1.013 -1.564 -3.273
H 0.935 -3.304 -5.010
H 0.043 -5.558 -4.469
H -0.768 -6.032 -2.190
H -0.708 -4.292 -0.457
H 0.862 -4.048 1.158
H 1.000 -4.539 3.559
H 0.732 -2.731 5.227
H 0.279 -0.417 4.468
H 0.145 0.080 2.066
N 6.983 2.501 -0.301
C 6.258 2.315 0.832
O 6.730 2.524 1.930
C 4.846 1.851 0.666
C 4.215 1.579 -0.541
C 2.910 1.146 -0.551
N 2.170 0.993 0.568
C 2.794 1.228 1.737
C 4.100 1.649 1.818
H 7.950 2.750 -0.183
H 6.643 2.264 -1.214
H 4.713 1.697 -1.494
H 2.400 0.935 -1.482
H 2.213 1.055 2.632
H 4.570 1.837 2.773

2.
The following is a quantum chemistry calculation of C47H50LaN3OPS3 as an isolated structure at a distorted geometry, from OMol25.

## Properties
* DFT total energy: -3627.94500 Ha
* E_HOMO: -0.1202 Eh
* charge: -1
* energy relative to the best compared isomer or geometry (same formula, charge and spin): 1.1416 eV
* E_LUMO: 2.15 eV
* orbital gap: 0.1993 Eh

Atoms and positions in Å:
La -1.434 -0.796 0.374
C -5.750 2.759 -0.019
C -6.797 2.097 0.433
S -1.961 2.097 -0.420
C -1.924 3.293 0.930
C -2.677 2.728 2.189
S -1.854 1.248 2.845
C -3.176 0.460 3.843
C -3.361 -0.970 3.439
S -4.001 -1.149 1.743
H -5.760 3.683 -0.542
H -4.742 2.330 0.047
H -6.535 1.076 0.857
H -7.838 2.323 0.422
H -2.507 4.149 0.587
H -0.801 3.561 1.188
H -3.634 2.432 1.736
H -2.761 3.449 2.973
H -4.171 0.996 3.776
H -2.965 0.638 4.839
H -4.074 -1.497 4.155
H -2.462 -1.588 3.612
C -3.211 -1.158 -3.302
C -2.097 -1.384 -2.260
N -1.249 -0.281 -2.054
N -0.118 -0.293 -2.805
C 0.631 0.735 -2.601
O 0.450 1.565 -1.518
C 1.981 0.818 -3.154
C 2.403 -0.055 -4.152
C 3.696 0.056 -4.646
C 4.629 1.037 -4.119
C 4.154 1.891 -3.167
C 2.903 1.774 -2.688
C -1.784 -2.664 -1.883
C -2.535 -3.876 -2.240
C -2.059 -5.009 -1.673
C -0.872 -5.031 -0.893
C -0.179 -3.909 -0.637
N -0.638 -2.739 -1.063
H -3.698 -2.098 -3.498
H -2.830 -0.716 -4.255
H -4.052 -0.550 -2.883
H 1.808 -0.923 -4.417
H 4.044 -0.615 -5.389
H 5.659 1.102 -4.478
H 4.801 2.754 -2.885
H 2.662 2.347 -1.832
H -3.425 -3.794 -2.851
H -2.544 -5.925 -1.875
H -0.528 -5.996 -0.561
H 0.590 -3.933 0.071
C 4.450 3.196 1.091
C 5.047 1.933 1.364
C 4.248 0.831 1.555
C 2.816 0.914 1.457
C 2.256 2.206 1.223
C 3.052 3.292 1.005
P 1.573 -0.433 1.574
C 2.539 -1.765 0.817
C 2.640 -1.629 -0.549
C 3.307 -2.638 -1.222
C 3.862 -3.731 -0.559
C 3.788 -3.836 0.790
C 3.184 -2.809 1.517
C 1.473 -0.992 3.328
C 2.161 -0.512 4.390
C 1.938 -1.210 5.643
C 1.250 -2.381 5.782
C 0.459 -2.852 4.647
C -0.361 -3.998 4.696
C -1.051 -4.275 3.556
C -0.969 -3.546 2.344
C -0.218 -2.359 2.272
C 0.567 -2.134 3.450
H 5.120 3.980 0.922
H 6.125 1.823 1.515
H 4.782 -0.122 1.864
H 1.208 2.405 1.144
H 2.683 4.279 0.640
H 2.171 -0.785 -1.090
H 3.291 -2.585 -2.319
H 4.370 -4.544 -1.058
H 4.251 -4.659 1.347
H 3.067 -2.897 2.565
H 2.876 0.315 4.316
H 2.405 -0.839 6.525
H 1.165 -2.811 6.800
H -0.448 -4.568 5.603
H -1.660 -5.213 3.565
H -1.547 -3.927 1.496
C 0.337 3.699 -3.560
C -0.998 3.303 -2.764
C -1.906 2.486 -3.617
C -1.762 4.571 -2.251
C -0.473 2.606 -1.447
H -0.006 4.237 -4.425
H 0.773 2.786 -3.914
H 0.983 4.173 -2.845
H -2.430 3.169 -4.354
H -2.696 1.979 -3.020
H -1.333 1.637 -4.092
H -1.863 5.345 -2.958
H -1.235 5.011 -1.459
H -2.727 4.143 -1.807
H 0.066 3.284 -0.793